C19H34As2NO2S3Y | wB97M-V/def2-TZVPD

The geometry in XYZ format:
```
62
Properties=species:S:1:pos:R:3:lowdin_charge:R:1
H 3.52236 2.79306 2.60173 0.04
H 1.74466 2.89017 2.52894 0.04
C -1.58106 1.89635 1.74460 -0.64
H 2.87724 -2.26833 0.06165 -0.01
C 4.31299 0.47959 0.68174 -0.26
S 1.16604 -0.78571 -2.12072 0.83
C 2.18291 -2.97049 0.51863 -0.28
C 3.00321 -0.48277 5.31044 -0.04
O -1.45993 2.36048 0.56556 -0.13
H 0.27589 -4.24083 2.55526 0.04
S 0.77883 2.57372 -1.60226 0.86
H 2.88558 0.12648 -3.52021 0.10
H -1.73010 -1.69932 -2.55895 0.08
C 1.74445 1.86501 -2.97411 -0.46
As 2.50542 0.81920 1.34819 1.10
H 2.17062 -2.20091 6.28658 0.12
C -2.96113 1.68121 2.28830 -0.06
C 2.41189 -0.20177 2.98982 -0.42
H -2.26739 -0.89227 1.88236 0.09
As 0.76256 -2.00255 1.43814 1.08
H 4.39433 -0.53313 0.29123 0.02
H 3.52721 -0.13336 6.18951 0.12
H -2.93264 -1.12254 0.42565 0.10
H -0.83582 -3.94310 1.21674 0.03
C -1.54913 2.03218 -3.14613 -0.45
H 1.10813 1.82641 -3.85594 0.07
H 0.27425 -0.06754 -4.22181 0.07
C 1.65623 -1.37790 3.04062 -0.42
H -2.48109 2.46956 -3.50340 0.10
N -2.50468 -0.41307 1.01495 -0.04
H 5.03538 0.59858 1.48813 0.05
H -3.56434 2.58507 2.23751 0.14
H 3.04959 0.56613 -1.82936 0.05
H -1.01322 1.66972 -4.02166 0.07
O -0.58652 1.30850 2.26958 -0.11
H -3.81305 1.09847 0.39197 0.11
C 2.33900 0.50185 -2.65452 -0.48
H -1.08921 -3.13054 2.77563 0.03
C 2.24397 -1.64082 5.36429 -0.04
Y -0.19751 0.51756 0.15527 0.92
H 1.74466 -3.58411 -0.26771 0.03
C 2.64787 2.65478 1.96891 -0.26
H 0.20690 -1.80774 -4.06116 0.10
H -4.42827 0.16749 1.76561 0.13
C -0.76501 3.10460 -2.40349 -0.47
S -1.98660 0.58543 -2.12392 0.88
H -1.34614 3.51926 -1.58023 0.07
H -2.06336 -0.84778 -4.05134 0.10
C -1.45314 -0.82235 -3.14779 -0.49
H -2.91351 1.32562 3.31529 0.13
H 3.68083 1.13705 4.09799 0.10
H 0.99717 -2.99990 4.29686 0.10
H 2.72004 -3.60739 1.21936 0.05
H 2.55899 2.55160 -3.20497 0.10
C 3.08745 0.23188 4.12497 -0.09
C 1.57755 -2.08879 4.23317 -0.09
C 0.01646 -0.87200 -3.53604 -0.46
C -3.53804 0.62051 1.33026 -0.20
C -0.33843 -3.48387 2.07013 -0.28
H -0.53049 3.91876 -3.08958 0.10
H 2.73188 3.32021 1.11077 0.03
H 4.55400 1.19343 -0.10608 0.03
```

Calculated values
Charge = +2
Frontier orbital gap = 8.7 eV
Spin multiplicity = 1
LUMO = -0.2086 Ha
Relative energy (zero: lowest compared OMol25 entry of this formula, charge and spin) = 0.0 kcal per mole

C19H34ClFGaINO3P | wB97M-V/def2-TZVPD

The geometry in XYZ format:
```
62
Properties=species:S:1:pos:R:3:lowdin_charge:R:1
C 4.10790 -0.84190 -4.26426 -0.07
H 0.38268 2.21932 -0.39173 0.06
C 2.03520 0.49211 -3.62767 0.01
P -0.81909 2.70094 3.26718 0.41
H -7.83128 2.57912 1.76676 0.08
H 2.26924 -2.74863 -4.69959 0.11
H 2.08497 2.74057 2.76623 0.05
C 0.97457 -1.69456 2.27225 -0.25
H 1.82840 -1.27211 -5.63020 0.11
H -1.22832 -1.56507 2.84332 0.10
H 5.21357 -0.45357 -2.41166 0.12
H 1.09402 -3.78970 3.25978 0.07
H 2.94658 0.65076 0.35722 0.06
C 5.09957 -0.02776 -3.40696 -0.22
H 4.02757 -0.40018 -5.26254 0.14
C 0.74407 1.28994 0.25044 -0.30
H 2.65990 2.52559 0.32182 0.10
O -0.11296 4.14006 2.52139 -0.49
H 0.76792 0.37045 -0.50566 0.04
H -8.36706 -2.27767 1.75435 0.07
C 2.63848 -1.53089 -2.31336 0.02
Cl -2.86403 3.08428 3.68515 0.04
H 5.22872 1.75515 -2.61088 0.12
C -7.38288 1.48361 1.69818 -0.08
C -7.67867 -1.32100 1.67582 -0.08
H 2.22822 1.01049 -4.57268 0.11
H 2.74780 -2.83284 3.24711 0.08
H 1.94676 0.79915 3.06047 0.04
H 6.08573 -0.03102 -3.89133 0.13
H 0.80669 -1.80792 -4.25306 0.11
C -3.44948 -0.39980 1.00347 -0.30
H 1.59611 -1.61402 -1.99109 0.11
C -0.32783 -0.79859 2.81157 -0.28
H 0.63502 -2.36711 1.34645 0.11
C -6.04530 -1.52961 1.42672 -0.01
H 1.41657 -2.39833 4.50948 0.08
F -0.13189 -0.37694 4.24926 -0.21
H 1.85858 -1.03458 1.88305 0.07
H 0.95739 0.37370 -3.47710 0.11
H -5.14369 2.33014 1.37654 0.07
C 1.82577 -1.75009 -4.64511 0.01
H -3.04120 1.95123 0.94430 0.02
C 1.56908 -2.72769 3.39719 -0.15
H 4.46011 -1.87550 -4.35350 0.14
H 2.44213 1.03638 -2.77385 0.10
C -2.52685 0.92322 0.71729 -0.22
N 2.66654 -0.89909 -3.69539 -0.34
H -9.53421 0.36037 1.94182 0.08
H 3.18730 -0.89311 -1.61745 0.09
C 2.41372 1.66544 2.42706 -0.62
H -2.30598 0.92627 -0.45561 0.08
O 4.67606 1.32351 -3.29257 -0.07
H -0.26062 4.01733 1.53614 0.02
O -3.04914 -1.67568 0.97897 -0.11
C -5.07833 -0.17009 1.30680 -0.06
C 2.26953 1.50520 0.80332 -0.41
C -8.37849 0.17736 1.79291 -0.08
C -5.75066 1.33302 1.44780 -0.02
Ga -0.68097 0.90932 1.69867 0.28
H -5.61111 -2.63496 1.33706 0.10
H 3.10095 -2.52034 -2.37648 0.11
I 4.60660 1.58632 2.83639 0.59
```

Calculated values
Frontier orbital gap = 5.4 eV
Spin multiplicity = 1
LUMO = -0.0330 Ha